182
Properties=species:S:1:pos:R:3:forces:R:3:mulliken_charge:R:1 method="wB97M-V/def2-TZVPD" total_energy_ev=-201042.4935 charge=+2 de_lowest_kj_mol=33.1 lumo_ha=-0.1627
Sc 0.20845 -0.11223 0.98011 -0.793 -0.059 -0.032 0.189
C 2.21296 -4.56135 -3.61329 -0.026 -0.012 -0.057 -1.328
C 1.02082 -3.85809 -4.17430 0.099 0.034 0.202 -0.297
C 0.41781 -4.13168 -5.36610 -0.004 -0.042 -0.195 -0.531
C -0.72860 -3.41780 -5.81752 -0.074 0.077 -0.020 0.104
N -1.26458 -2.45106 -5.10489 0.264 -0.073 0.169 -0.692
N -0.65957 -2.20119 -3.94861 -0.438 0.180 -0.095 0.468
B -0.88345 -1.14956 -2.79020 -0.071 0.039 0.069 -0.968
N -0.57091 0.28512 -3.29221 0.025 -0.360 -0.070 0.706
N -0.17682 0.29875 -4.58139 -0.028 0.121 0.183 0.113
C -0.05317 1.44858 -5.17702 -0.031 -0.009 -0.033 -0.028
C -0.33687 2.65420 -4.49077 0.058 0.056 -0.178 -1.324
C -0.69221 2.64686 -3.18174 -0.058 0.075 0.202 0.408
C -1.01437 3.90523 -2.44059 0.027 -0.087 0.008 -1.824
C -0.77581 1.37078 -2.53843 -0.050 -0.025 -0.001 0.633
S -1.25747 1.22741 -0.89698 0.310 0.135 0.111 -0.308
C 0.30663 1.44391 -6.65218 0.054 0.024 0.066 2.361
C 1.45204 2.43145 -6.91002 0.020 0.035 0.006 -1.605
C -0.94654 1.87591 -7.42763 -0.012 0.001 -0.061 -1.787
C 0.72406 0.04785 -7.10454 0.000 -0.055 -0.014 -1.428
N -2.32502 -1.24387 -2.22244 0.307 0.096 -0.354 0.439
N -3.08549 -0.89234 -3.28531 -0.055 -0.039 0.189 -0.152
C -4.37902 -0.91391 -3.17615 0.039 0.016 -0.019 -0.091
C -4.98078 -1.34539 -1.96893 -0.126 0.031 -0.033 -0.564
C -4.22412 -1.67780 -0.89339 -0.031 -0.046 0.139 -0.020
C -4.85060 -2.10532 0.39738 0.057 -0.005 -0.025 -1.700
C -2.79810 -1.57463 -1.01520 -0.012 0.009 0.058 0.552
S -1.81616 -1.85972 0.36072 0.086 0.122 0.046 -0.333
C -5.19917 -0.49236 -4.38039 0.014 -0.011 0.052 2.623
C -6.20982 0.57981 -3.95239 -0.029 0.006 -0.010 -1.788
C -5.93827 -1.73246 -4.90266 -0.036 0.007 -0.030 -1.687
C -4.29682 0.07301 -5.47480 0.051 0.011 -0.040 -1.979
C 0.39752 -2.81939 -3.46190 0.062 -0.022 0.116 0.007
S 0.62731 -2.04951 -1.91822 0.047 -0.211 -0.038 1.279
C -1.36240 -3.75552 -7.15872 0.026 0.006 0.028 2.096
C -1.85235 -5.20919 -7.11816 -0.001 -0.036 0.010 -1.768
C -0.30308 -3.59331 -8.25854 0.030 -0.028 -0.021 -1.378
C -2.54194 -2.83470 -7.45683 -0.013 0.026 -0.012 -1.371
H 2.67461 -5.20704 -4.35770 -0.003 -0.007 0.010 0.469
H 1.92640 -5.16930 -2.75202 -0.023 0.011 -0.003 0.231
H 2.95273 -3.84167 -3.25953 -0.004 0.020 -0.024 0.290
H 0.82546 -4.91169 -5.99766 -0.029 0.003 0.007 0.501
H -0.27577 3.59561 -5.02223 0.014 -0.015 0.007 0.444
H -1.02600 4.75281 -3.12278 0.006 0.002 -0.003 0.526
H -0.26843 4.07861 -1.66534 0.023 -0.010 0.035 0.102
H -1.98189 3.82714 -1.94418 -0.008 -0.020 -0.018 0.343
H 1.14450 3.46713 -6.75639 0.004 -0.009 0.016 0.355
H 1.78346 2.34338 -7.94523 -0.023 0.009 -0.019 0.522
H 2.30600 2.22920 -6.26024 -0.126 0.018 -0.074 0.086
H -1.27919 2.87415 -7.13696 0.004 -0.004 0.007 0.394
H -1.76981 1.17778 -7.25910 0.010 -0.001 0.008 0.174
H -0.73060 1.89832 -8.49692 0.006 -0.001 0.005 0.479
H 1.60181 -0.30481 -6.55782 -0.012 0.021 -0.024 0.130
H 0.96854 0.07632 -8.16732 0.003 -0.011 -0.003 0.673
H -0.07844 -0.67362 -6.94807 0.003 0.024 0.010 -0.218
H -6.05980 -1.39079 -1.89724 -0.001 -0.005 -0.013 0.437
H -5.93497 -2.06804 0.31961 -0.008 -0.007 0.008 0.451
H -4.52066 -1.46776 1.21796 -0.008 0.014 -0.013 0.270
H -4.54764 -3.12085 0.65608 0.018 0.005 -0.009 0.333
H -6.93548 0.20480 -3.22933 0.009 -0.015 0.006 0.376
H -6.76870 0.91945 -4.82501 0.000 -0.005 0.000 0.464
H -5.70717 1.44544 -3.51660 0.013 -0.004 -0.010 0.324
H -6.61461 -2.14930 -4.15389 0.007 0.007 0.005 0.374
H -5.23390 -2.51246 -5.19723 0.011 0.007 -0.004 0.241
H -6.53540 -1.46565 -5.77555 -0.001 0.001 0.003 0.477
H -3.77276 0.96861 -5.13284 -0.023 -0.005 0.013 0.292
H -4.91156 0.34250 -6.33464 0.012 0.008 -0.012 0.670
H -3.54394 -0.64946 -5.78945 -0.023 -0.011 0.009 0.000
H -1.04176 -5.91275 -6.92004 0.001 0.004 0.001 0.319
H -2.28789 -5.47614 -8.08141 -0.002 0.010 -0.002 0.479
H -2.61839 -5.34338 -6.35212 0.008 0.000 0.004 0.381
H 0.55148 -4.25572 -8.10947 -0.010 0.002 -0.012 0.381
H 0.06338 -2.56695 -8.30536 0.001 -0.006 0.002 0.139
H -0.73985 -3.83993 -9.22674 -0.017 -0.002 0.010 0.472
H -3.31192 -2.90892 -6.68889 -0.001 -0.019 -0.003 0.089
H -2.98057 -3.12006 -8.41350 -0.002 0.010 -0.001 0.555
H -2.23273 -1.79006 -7.51945 0.013 -0.015 0.003 0.083
O 0.99022 -1.97181 1.37381 0.399 -0.356 -0.203 0.528
S 0.70300 -3.41661 1.79360 -0.087 0.220 0.067 -0.220
C 1.86186 -4.35840 0.82703 0.001 -0.036 0.045 0.824
C 1.66486 -5.73120 0.76759 0.035 0.031 -0.048 -0.538
C 2.59054 -6.50728 0.08530 0.000 -0.004 -0.020 -0.784
C 3.68389 -5.90707 -0.52676 -0.019 0.025 0.022 -0.577
C 3.85036 -4.52885 -0.47239 -0.013 -0.008 0.027 -0.960
C 2.93328 -3.73710 0.20545 0.092 -0.119 -0.002 0.078
C 1.45827 -3.54403 3.39706 0.067 -0.008 -0.130 1.024
C 2.69052 -2.94797 3.63317 -0.014 -0.087 0.101 -0.686
C 3.24346 -3.06553 4.89715 -0.007 -0.012 0.033 -0.699
C 2.57041 -3.76928 5.89330 0.012 0.007 -0.029 -0.707
C 1.34163 -4.35920 5.63491 -0.004 0.024 -0.051 -0.628
C 0.77112 -4.24420 4.37324 0.037 0.029 0.116 -0.472
H 0.81059 -6.19254 1.24848 -0.011 0.016 0.010 0.520
H 2.45881 -7.57949 0.03301 0.000 -0.002 0.007 0.456
H 4.40707 -6.51765 -1.05106 0.006 -0.001 0.002 0.455
H 4.70133 -4.06596 -0.95540 0.001 0.003 0.008 0.506
H 3.04941 -2.66329 0.24873 -0.003 0.055 -0.017 0.227
H 3.20202 -2.40404 2.84734 -0.007 -0.007 -0.019 0.444
H 4.20689 -2.61856 5.10513 0.006 -0.005 0.015 0.536
H 3.01123 -3.86129 6.87717 0.016 0.000 0.002 0.441
H 0.82010 -4.89897 6.41357 0.020 -0.007 -0.001 0.513
H -0.20215 -4.67179 4.16641 0.008 -0.003 -0.038 0.437
N -3.69407 5.12073 4.47011 -0.078 0.115 0.067 0.097
C -3.80924 6.21595 5.30861 -0.235 -0.137 -0.122 0.793
C -4.90880 6.95859 5.73837 0.075 -0.012 -0.020 -1.056
C -4.64006 8.00501 6.59279 0.053 0.038 0.048 -0.413
C -3.32741 8.30540 7.01180 -0.078 -0.029 -0.038 -0.500
C -2.25184 7.56350 6.58245 0.009 0.002 -0.005 -0.804
C -2.50507 6.49952 5.71222 0.343 -0.034 0.029 0.467
N -1.61723 5.60438 5.13174 -0.175 0.186 0.133 -0.478
C -2.36154 4.81737 4.40870 0.128 -0.284 -0.206 -0.575
C -1.80116 3.71055 3.61767 -0.113 0.277 0.191 1.092
C -2.57486 2.79844 2.90551 -0.018 -0.129 -0.028 -1.059
C -1.94582 1.77758 2.22550 -0.036 0.117 0.122 -0.796
N -0.61425 1.64083 2.19613 0.081 -0.041 -0.348 1.634
C 0.12996 2.52929 2.86406 -0.013 -0.016 0.110 -1.299
C -0.42043 3.56076 3.59213 0.132 -0.087 -0.049 -0.576
H -4.44497 4.67028 3.97788 0.033 0.019 0.010 0.152
H -5.91764 6.73422 5.41987 -0.006 -0.006 -0.003 0.388
H -5.45709 8.61481 6.95392 -0.002 0.002 0.002 0.392
H -3.16912 9.13846 7.68263 -0.013 0.005 0.005 0.399
H -1.24179 7.78890 6.89619 -0.001 -0.006 -0.002 0.441
H -3.65517 2.84429 2.88674 0.009 0.022 0.005 0.347
H -2.52632 1.02654 1.70119 0.023 0.014 -0.029 0.713
H 1.20206 2.40269 2.81275 -0.010 0.013 -0.061 0.645
H 0.20679 4.25514 4.13202 -0.019 0.014 0.003 0.714
C 4.43035 2.31868 6.79640 0.021 0.011 -0.001 -1.162
C 2.92829 2.49311 6.99955 0.043 -0.018 0.009 -0.809
C 2.10174 1.97887 5.82456 -0.018 -0.010 -0.017 0.417
C 2.23321 0.47056 5.63445 -0.048 -0.072 -0.044 -1.551
N 1.31477 -0.07428 4.63965 -0.119 0.067 -0.178 1.212
C 0.02712 -0.41051 4.82739 0.303 -0.018 -0.076 0.177
S -0.89035 -1.04812 3.53493 -0.198 0.003 -0.076 -0.331
N -0.49250 -0.24951 6.04190 -0.049 0.008 -0.029 0.095
C -1.82348 -0.69751 6.45435 0.081 0.090 -0.007 -1.335
C -1.86498 -2.18273 6.79197 -0.035 -0.032 -0.009 -0.241
C -0.86770 -2.61076 7.86606 0.020 0.047 0.026 0.112
C -1.12278 -1.98161 9.23154 -0.024 0.011 0.019 -1.491
H 4.99367 2.76632 7.61409 -0.018 0.006 0.009 0.405
H 4.75528 2.79779 5.86974 -0.006 -0.004 -0.001 0.289
H 4.72032 1.26737 6.74691 -0.008 -0.001 0.002 0.279
H 2.69949 3.54863 7.15388 0.003 0.007 -0.020 0.383
H 2.61587 1.97992 7.91525 -0.004 0.003 -0.004 0.352
H 2.42330 2.47383 4.90254 0.002 0.016 0.009 0.017
H 1.04678 2.23552 5.96073 -0.002 -0.014 0.033 0.280
H 2.09215 -0.05501 6.58501 -0.024 -0.027 0.022 0.247
H 3.23589 0.20308 5.30296 0.010 0.037 -0.009 0.717
H 1.66907 -0.24736 3.71047 0.048 -0.051 0.128 -0.417
H 0.11467 0.09670 6.76636 0.020 0.010 0.037 0.296
H -2.52035 -0.46604 5.65001 0.006 -0.009 0.003 0.332
H -2.09309 -0.08662 7.31520 -0.039 -0.024 0.008 0.631
H -1.69112 -2.75046 5.87371 0.008 0.020 0.008 -0.006
H -2.88310 -2.41180 7.11957 0.007 -0.039 -0.002 0.543
H 0.15073 -2.37999 7.53356 -0.020 -0.001 -0.016 -0.071
H -0.90718 -3.69860 7.95537 -0.010 -0.002 0.033 0.401
H -1.07007 -0.89033 9.20351 0.012 -0.013 -0.015 0.307
H -0.39158 -2.31698 9.96640 0.001 -0.022 -0.008 0.411
H -2.11291 -2.24876 9.60503 -0.001 0.010 -0.007 0.334
S 1.66568 3.19537 0.09643 -0.094 0.096 -0.055 -0.429
P 3.11158 1.92088 -0.21447 -0.069 -0.027 0.034 1.816
S 2.67963 0.00457 0.43135 -0.173 0.158 0.222 -0.401
C 3.55063 1.76685 -1.96275 0.048 0.001 -0.150 -0.223
C 4.31650 2.77729 -2.54450 0.008 -0.035 0.000 -0.698
C 4.63757 2.71757 -3.89133 -0.019 -0.030 -0.004 -0.828
C 4.18833 1.65506 -4.66714 0.065 0.032 0.066 -0.648
C 3.40765 0.66041 -4.09734 0.026 -0.015 0.089 -0.042
C 3.09270 0.71090 -2.74456 -0.010 0.082 -0.081 0.311
C 4.64765 2.38697 0.61439 0.129 -0.040 0.035 0.251
C 5.79530 1.60475 0.46763 -0.027 0.002 -0.018 -0.520
C 6.96643 1.96874 1.10854 -0.015 0.041 0.019 -0.724
C 6.99989 3.11456 1.89874 0.006 -0.037 -0.015 -0.484
C 5.86405 3.89379 2.04384 -0.033 -0.024 -0.038 -0.738
C 4.68609 3.53129 1.39923 0.029 0.058 0.057 -0.487
H 4.67162 3.60543 -1.94260 -0.002 -0.002 0.006 0.485
H 5.24449 3.49509 -4.33560 0.003 0.004 0.004 0.446
H 4.45252 1.60427 -5.71598 0.026 -0.004 0.015 0.554
H 3.05519 -0.16674 -4.70249 -0.010 -0.001 0.023 0.316
H 2.49595 -0.07173 -2.29646 0.016 -0.031 0.002 -0.495
H 5.77526 0.71656 -0.15384 -0.025 -0.004 0.000 0.400
H 7.85826 1.36819 0.98939 -0.001 -0.010 -0.005 0.442
H 7.91882 3.40193 2.39254 0.005 -0.007 0.002 0.429
H 5.89502 4.79165 2.64683 -0.009 0.003 0.001 0.468
H 3.79531 4.14045 1.48900 0.004 0.002 0.014 0.399